<1>
The molecule C4H9NOS. Source: OMol25; level of theory: the ωB97M-V functional and the def2-TZVPD basis.

Each line ends with the Mulliken charge.
Positions of all 16 atoms, in Å:
O: 1.7991 1.0607 -0.2529  -0.503
C: 0.8866 0.9804 0.5254  -0.276
C: 0.5203 -0.3890 1.1338  0.451
C: -0.1644 -1.2661 0.1002  -0.980
C: -1.5666 -0.8579 -0.3107  -0.632
S: -1.6080 0.7734 -1.2070  -0.240
N: 1.7400 -1.0631 1.5692  -0.685
H: 0.2962 1.8157 0.9033  0.381
H: -0.0949 -0.2211 2.0139  0.468
H: 0.4380 -1.4242 -0.7940  0.258
H: -0.1739 -2.2432 0.4853  0.424
H: -2.1500 -0.6986 0.5960  0.353
H: -2.1022 -1.4837 -1.0169  0.362
H: -0.5014 0.5373 -1.9240  0.140
H: 2.4982 -0.8346 0.9382  0.256
H: 1.9525 -0.8231 2.5112  0.223

Results
SMILES ... N[C@@H](C=O)CCS
Total charge ... 0
LUMO energy ... 0.9 eV


<2>
A 2-piece molecular cluster, C4H9NOS overall. Source: OMol25; level of theory: the ωB97M-V functional and the def2-TZVPD basis.

Each line ends with the Mulliken charge.
Positions of all 16 atoms, in Å:
C: 2.9243 0.4654 0.7785  -0.797
C: 1.5866 0.4568 0.5808  -0.211
C: 0.8192 -0.3656 -0.3245  0.445
C: 1.1145 -1.6884 -0.7507  -0.750
N: -3.6879 0.4491 0.2835  -0.840
O: -1.0809 1.6241 -0.2824  -0.578
S: -0.9950 0.1445 -0.3528  0.166
H: 3.5101 1.2528 1.2377  0.305
H: 3.3898 -0.2222 0.0893  0.245
H: 1.0469 1.1556 1.1345  0.327
H: 0.1611 -2.1283 -1.1955  0.203
H: -3.4987 1.0009 -0.3457  0.344
H: 1.9008 -2.3783 -0.3940  0.307
H: -3.2800 0.5384 1.1821  0.302
H: -3.1333 -0.2970 -0.0013  0.365
H: -0.7775 -0.0077 -1.6395  0.168

Results
Total charge ... 0
LUMO energy (alpha / beta) ... -0.4 / -0.4 eV


Relative calculated energies, zero for the most stable structure, unit hartree: <1> 0.0000; <2> 0.1667.


<1>
The molecule C6H14O. Source: OMol25; level of theory: the ωB97M-V functional and the def2-TZVPD basis.

Each line ends with the Mulliken charge.
Positions of all 21 atoms, in Å:
C: 2.3905 1.3661 -0.5920  -1.209
C: 1.6002 1.5835 0.8943  -0.586
C: 0.0934 1.2963 0.7560  -0.303
C: -0.5350 -0.0518 1.1478  -0.555
C: -1.1155 -0.6844 -0.1119  -0.509
O: -1.6591 -1.9452 0.1856  -0.320
C: -2.1631 -2.5837 -0.9573  -0.704
H: 3.3617 1.8561 -0.5048  0.378
H: 1.9270 1.7912 -1.5190  0.357
H: 2.5805 0.3062 -0.8608  0.305
H: 2.0874 0.8825 1.5654  0.294
H: 1.7712 2.6232 1.1751  0.352
H: -0.5947 2.1517 0.8224  0.384
H: 0.4911 1.2419 -0.2651  0.086
H: -1.3391 0.0009 1.8986  0.305
H: 0.2141 -0.7374 1.5614  0.236
H: -1.8883 -0.0212 -0.5458  0.323
H: -0.3124 -0.7828 -0.8654  0.337
H: -2.9620 -1.9901 -1.4295  0.289
H: -2.5737 -3.5481 -0.6455  0.250
H: -1.3743 -2.7550 -1.7096  0.290

Results
SMILES ... CCCCCOC
Total charge ... 0
LUMO energy ... 1.1 eV


<2>
A 2-piece molecular cluster, C6H14O overall. Source: OMol25; level of theory: the ωB97M-V functional and the def2-TZVPD basis.

Each line ends with the Mulliken charge.
Positions of all 21 atoms, in Å:
C: 2.8628 -0.3270 1.2069  -1.265
C: 1.6410 -1.0351 0.6308  -0.399
C: 0.7094 -0.0832 -0.1179  -0.477
C: -0.5204 -0.7887 -0.6943  -0.414
C: -1.4394 0.1206 -1.4644  -0.421
C: -2.7573 0.2094 -1.3009  -0.638
O: -1.9131 2.2654 0.7399  -0.698
H: 3.5146 -1.0249 1.7427  0.372
H: 2.5632 0.4572 1.9108  0.320
H: 3.4508 0.1447 0.4111  0.315
H: 1.9655 -1.8351 -0.0481  0.300
H: 1.0880 -1.5245 1.4440  0.318
H: 0.3783 0.7176 0.5559  0.325
H: 1.2626 0.4007 -0.9369  0.307
H: -1.0726 -1.2908 0.1114  0.276
H: -0.1849 -1.5783 -1.3829  0.340
H: -1.9113 1.5117 0.1391  0.314
H: -0.9713 0.7012 -2.2628  0.257
H: -3.3751 0.8365 -1.9413  0.273
H: -3.2732 -0.3760 -0.5407  0.276
H: -1.5730 2.9548 0.1622  0.320

Results
SMILES ... C=CCCCC.O
Total charge ... 0
LUMO energy ... 1.0 eV


<3>
A 2-piece molecular cluster, C6H14O overall. Source: OMol25; level of theory: the ωB97M-V functional and the def2-TZVPD basis.

Each line ends with the Mulliken charge.
Positions of all 21 atoms, in Å:
C: 0.3784 -1.6537 0.1895  -1.330
C: -0.4319 -0.6455 -0.6240  -0.375
C: -0.0555 0.7822 -0.1895  -0.430
C: -1.0951 1.8567 -0.3316  -0.532
C: -1.9673 2.0957 -1.2801  -0.093
C: -2.0998 1.3400 -2.5605  -1.098
H: 1.3714 -1.2260 0.3699  0.308
H: 0.5337 -2.5953 -0.3121  0.384
H: -0.0493 -1.7414 1.1774  0.336
H: -1.4941 -0.6883 -0.4105  0.386
H: -0.3140 -0.7558 -1.7018  0.241
H: 0.8516 1.0718 -0.7285  0.287
H: 0.1939 0.8049 0.8659  0.387
H: -1.1333 2.5826 0.4628  0.315
H: -2.5562 3.0021 -1.1969  0.356
H: -2.0485 0.2603 -2.4256  0.279
H: -1.4467 1.6448 -3.3827  0.244
H: -3.1261 1.3817 -2.9527  0.334
H: 3.2906 -3.0766 3.6572  0.319
H: 4.1780 -1.8826 3.5272  0.318
O: 4.1443 -2.7406 3.9701  -0.637

Results
SMILES ... C/C=C\CCC.O
Total charge ... 0
LUMO energy ... 0.6 eV


<4>
A 2-piece molecular cluster, C6H14O overall. Source: OMol25; level of theory: the ωB97M-V functional and the def2-TZVPD basis.

Each line ends with the Mulliken charge.
Positions of all 21 atoms, in Å:
C: 1.4569 0.2733 1.5447  -1.104
C: 0.6672 -0.9003 0.9269  -0.263
C: -0.5856 -0.3325 0.1996  -0.868
C: -0.2917 0.6269 -0.9367  -0.190
C: -0.1371 0.1731 -2.1808  -0.140
C: 0.4481 0.9814 -3.3065  -1.169
H: 1.8455 0.9978 0.8255  0.281
H: 2.3083 -0.0988 2.1133  0.341
H: 0.7108 0.7987 2.1428  0.284
H: 0.4614 -1.6950 1.6405  0.306
H: 1.1713 -1.4015 0.0953  0.279
H: -1.2877 0.0772 0.9248  0.311
H: -1.0157 -1.1634 -0.3828  0.312
H: 0.0439 1.5889 -0.5683  0.411
H: -0.0345 -0.8962 -2.3433  0.303
H: 1.4840 1.3404 -3.2688  0.269
H: -0.1720 1.8847 -3.3907  0.295
H: 0.3597 0.4930 -4.2732  0.344
H: -2.2532 -1.5754 3.7916  0.283
H: -2.9354 -0.2564 3.3231  0.294
O: -2.2443 -0.9159 3.1231  -0.582

Results
SMILES ... C/C=C/CCC.O
Total charge ... 0
LUMO energy ... 0.7 eV


Relative calculated energies, zero for the most stable structure, unit hartree: <1> 0.0657; <2> 0.0000; <3> 0.0178; <4> 0.0277.


<1>
A 2-piece molecular cluster, C6H14O overall. Source: OMol25; level of theory: the ωB97M-V functional and the def2-TZVPD basis.

Each line ends with the Mulliken charge.
Positions of all 21 atoms, in Å:
C: 0.9853 1.3122 -0.2766  -1.034
C: 1.0009 -0.1672 0.2151  -0.329
C: 0.1670 -0.6381 1.3302  -0.717
C: -1.2748 -0.6614 0.8382  -0.441
C: -3.3850 -1.7645 0.8899  -0.781
C: -2.3600 -1.3127 1.6425  -0.175
H: 1.1182 1.9275 0.6553  0.265
H: 0.0429 1.6798 -0.6482  0.331
H: 1.7681 1.6323 -1.0361  0.215
H: 0.6814 -0.7546 -0.7063  0.211
H: 2.0769 -0.3898 0.3952  0.298
H: 0.2396 -0.0818 2.2425  0.450
H: 0.4796 -1.5767 1.7252  0.363
H: -1.1813 -1.5357 -0.0225  0.207
H: -1.4625 0.3063 0.4656  0.323
H: -3.3666 -1.6891 -0.2291  0.226
H: -4.2070 -2.2697 1.3759  0.282
H: -2.3555 -1.5408 2.7342  0.309
H: 3.0347 2.0503 -3.6617  0.303
H: 4.2505 2.8796 -4.4152  0.328
O: 3.7476 2.5942 -3.5141  -0.633

Results
SMILES ... C=CCCCC.O
Total charge ... 0
LUMO energy ... 0.8 eV


<2>
A 2-piece molecular cluster, C6H14O overall. Source: OMol25; level of theory: the ωB97M-V functional and the def2-TZVPD basis.

Each line ends with the Mulliken charge.
Positions of all 21 atoms, in Å:
C: -1.8458 -1.5409 -0.4209  -1.020
C: -0.3744 -1.5954 0.1766  -0.955
C: 0.3144 -0.2350 0.4005  0.418
C: 0.2266 0.3610 1.5350  -0.730
C: 1.2274 0.1800 -0.7457  -0.410
C: 2.5680 -0.6246 -1.1190  -1.136
H: -2.4961 -0.8883 0.1643  0.306
H: -1.6925 -1.5033 -1.5611  0.287
H: -2.2104 -2.5775 -0.3305  0.360
H: 0.3179 -2.2756 -0.2793  0.396
H: -0.6423 -2.0929 1.1475  0.381
H: -0.2442 -0.1615 2.3839  0.269
H: 0.3096 1.4510 1.6838  0.287
H: 0.4953 0.2098 -1.6457  0.255
H: 1.4363 1.3560 -0.5655  0.268
H: 2.9450 -0.9987 -0.2127  0.380
H: 2.6329 -1.6113 -1.7233  0.291
H: 3.1599 0.1884 -1.3731  0.365
H: -1.5276 2.2189 -0.1594  0.328
H: -2.2440 3.0099 1.0380  0.314
O: -1.6171 3.0506 0.3092  -0.653

Results
SMILES ... C=C(CC)CC.O
Total charge ... 0
LUMO energy ... 0.8 eV


Relative calculated energies, zero for the most stable structure, unit hartree: <1> 0.0000; <2> 0.0046.


<1>
The molecule C6H14O. Source: OMol25; level of theory: the ωB97M-V functional and the def2-TZVPD basis.

Each line ends with the Mulliken charge.
Positions of all 21 atoms, in Å:
C: -2.2976 0.1573 -0.4393  -0.424
O: -3.1344 -0.2817 0.6528  -0.505
C: -1.1701 -0.7939 -0.8794  -0.658
C: -0.0191 -0.8323 0.1245  -0.721
C: 0.8897 0.4398 0.2354  0.988
C: 1.7943 0.3434 1.4412  -1.646
C: 1.6623 0.8056 -1.0358  -1.318
H: -1.9166 1.1288 -0.1430  0.255
H: -2.9662 0.2023 -1.2915  0.299
H: -2.5686 -0.8124 1.2266  0.298
H: -0.8431 -0.5520 -1.9083  0.380
H: -1.5512 -1.8152 -0.9102  0.336
H: -0.4201 -1.0572 1.1180  0.207
H: 0.6993 -1.5477 -0.3045  0.324
H: 0.2044 1.2599 0.5277  0.096
H: 2.3572 1.1737 1.8597  0.385
H: 2.5812 -0.4306 1.4061  0.360
H: 1.2307 -0.0432 2.3340  0.342
H: 2.6843 0.4324 -0.9444  0.363
H: 1.5773 1.8908 -1.1571  0.304
H: 1.2065 0.3321 -1.9124  0.334

Results
SMILES ... CC(C)CCCO
Total charge ... 0
LUMO energy ... 1.0 eV


<2>
The molecule C6H14O. Source: OMol25; level of theory: the ωB97M-V functional and the def2-TZVPD basis.

Each line ends with the Mulliken charge.
Positions of all 21 atoms, in Å:
C: -1.5315 -0.6827 -1.0660  -1.446
C: -1.1029 -0.2762 0.3445  0.906
C: -2.2210 0.4912 1.0495  -1.563
C: 0.1907 0.5473 0.3509  -1.110
C: 1.3758 -0.1353 -0.3301  0.357
C: 2.6913 0.5905 -0.0663  -1.429
O: 1.4443 -1.4778 0.1446  -0.561
H: -2.4851 -1.2224 -1.0403  0.414
H: -0.7945 -1.3429 -1.5355  0.325
H: -1.6647 0.1966 -1.7099  0.295
H: -0.8996 -1.1937 0.9092  0.200
H: -3.1411 -0.1029 1.0917  0.399
H: -2.4517 1.4244 0.5190  0.341
H: -1.9408 0.7510 2.0772  0.371
H: 0.4594 0.7776 1.3917  0.411
H: 0.0207 1.5132 -0.1488  0.382
H: 1.1912 -0.1454 -1.4157  0.325
H: 2.8905 0.6382 1.0101  0.338
H: 2.6649 1.6128 -0.4614  0.345
H: 3.5261 0.0621 -0.5403  0.351
H: 1.7780 -2.0258 -0.5740  0.348

Results
SMILES ... CC(C)C[C@@H](C)O
Total charge ... 0
LUMO energy ... 0.9 eV


Relative calculated energies, zero for the most stable structure, unit hartree: <1> 0.0320; <2> 0.0000.


<1>
The molecule C6H14O. Source: OMol25; level of theory: the ωB97M-V functional and the def2-TZVPD basis.

Each line ends with the Mulliken charge.
Positions of all 21 atoms, in Å:
C: -2.1134 -0.8721 -1.4566  -0.588
O: -1.7698 -0.7987 -0.0945  -0.360
C: -0.4085 -1.0188 0.2323  -0.950
C: 0.5209 0.2291 0.3924  1.962
C: 1.6508 -0.1879 1.3511  -1.770
C: 1.1914 0.6915 -0.9203  -1.671
C: -0.3295 1.3572 0.9607  -1.643
H: -1.9072 -1.8696 -1.8781  0.285
H: -1.5904 -0.1147 -2.0549  0.220
H: -3.1912 -0.6870 -1.5332  0.243
H: 0.0936 -1.6412 -0.5134  0.432
H: -0.4601 -1.5511 1.1926  0.361
H: 1.2599 -0.4514 2.3405  0.416
H: 2.3855 0.6158 1.4834  0.411
H: 2.1978 -1.0600 0.9652  0.384
H: 0.4725 1.0208 -1.6794  0.377
H: 1.8229 -0.0892 -1.3662  0.379
H: 1.8536 1.5462 -0.7190  0.411
H: -1.2277 1.4588 0.3439  0.323
H: 0.2042 2.3129 0.9770  0.399
H: -0.6554 1.1095 1.9767  0.381

Results
SMILES ... COCC(C)(C)C
Total charge ... 0
LUMO energy ... 0.9 eV


<2>
A 2-piece molecular cluster, C6H14O overall. Source: OMol25; level of theory: the ωB97M-V functional and the def2-TZVPD basis.

Each line ends with the Mulliken charge.
Positions of all 21 atoms, in Å:
C: -1.2903 -1.9997 0.5326  -0.953
C: 0.1834 -2.0521 0.1432  -0.380
C: 1.0700 -1.0262 0.8868  -0.708
C: 0.7341 0.4401 0.6066  -0.338
C: 1.5614 2.0002 -1.2274  -0.728
C: 0.8919 0.8952 -0.8343  -0.157
H: -1.9148 -2.7842 -0.0124  0.314
H: -1.7187 -1.0318 0.2442  0.196
H: -1.4113 -2.1678 1.6140  0.275
H: 0.5786 -3.0847 0.4060  0.277
H: 0.3103 -1.9821 -0.9330  0.310
H: 2.1066 -1.1904 0.5526  0.274
H: 0.9854 -1.2412 1.9632  0.357
H: 1.3447 1.1126 1.2515  0.289
H: -0.3200 0.6608 0.9380  0.276
H: 2.0366 2.6332 -0.4975  0.286
H: 1.6679 2.2187 -2.3229  0.238
H: 0.3655 0.2423 -1.5930  0.187
H: -2.8122 2.5148 -0.3833  0.326
H: -1.4926 1.7316 -0.6108  0.302
O: -2.3286 1.6028 -0.1577  -0.644

Results
SMILES ... C=CCCCC.O
Total charge ... 0
LUMO energy ... 0.8 eV


Relative calculated energies, zero for the most stable structure, unit hartree: <1> 0.0000; <2> 0.0161.